{"formula": "C4H14N", "method": "ωB97M-V/def2-TZVPD", "symbols": ["C", "N", "H", "H", "H", "H", "H", "H", "C", "C", "C", "H", "H", "H", "H", "H", "H", "H", "H"], "xyz": [[0.4559, 1.9144, -2.1506], [0.7961, 0.4763, -1.8440], [-0.6158, 2.0344, -2.2724], [1.0790, 2.2276, -2.9803], [0.6935, 2.4529, -1.2317], [0.4307, 0.1903, -0.9235], [0.4517, -0.1326, -2.6133], [1.8842, 0.3741, -1.7914], [-0.0241, 0.3370, 1.5875], [-1.0829, -0.7525, 1.1527], [-0.4513, -2.1119, 1.3727], [-0.3272, 1.3703, 1.4242], [-0.0388, 0.2275, 2.6745], [0.9257, -0.0023, 1.1960], [-1.9109, -0.5409, 1.8399], [-1.5065, -0.6381, 0.1515], [-1.1547, -2.9273, 1.4963], [0.1310, -2.0741, 2.3021], [0.2645, -2.4252, 0.6099]], "atomic_forces_ev_per_a": [[0.01, -0.15, 1.26], [0.70, 0.64, -0.26], [0.05, -0.21, -0.51], [-0.21, 0.11, -0.12], [0.31, 0.22, -0.25], [-0.22, -0.16, -0.20], [-0.08, -0.39, 0.06], [-0.54, -0.04, -0.09], [-1.46, -1.28, 0.20], [0.20, 1.23, 0.57], [0.25, -0.33, 0.64], [0.30, -0.03, -0.58], [0.55, 0.04, 0.02], [0.52, 0.70, -0.03], [-0.14, -0.60, -0.18], [0.29, 0.08, -0.10], [-0.31, -0.06, -0.12], [-0.11, -0.07, -0.04], [-0.11, 0.30, -0.24]], "relative_energy_kj_mol": 55.8, "orbital_gap_ev": [4.8, 12.2], "spin_multiplicity": 2, "homo_energy_ha": [-0.136, -0.424], "max_force_ev_per_a": 1.95, "s_squared": 0.751}

***

{"formula": "C18H36N5O2OsP3", "method": "ωB97M-V/def2-TZVPD", "symbols": ["P", "C", "H", "H", "H", "C", "H", "H", "H", "C", "H", "H", "H", "P", "C", "H", "H", "H", "C", "H", "H", "H", "C", "H", "H", "H", "P", "C", "H", "H", "H", "C", "H", "H", "H", "C", "H", "H", "H", "Os", "C", "O", "C", "O", "C", "C", "C", "C", "C", "C", "H", "H", "H", "H", "H", "H", "N", "N", "N", "C", "N", "N", "H", "H", "H"], "xyz": [[3.5019, -0.4921, 0.3668], [3.9630, -0.3888, 2.1337], [4.9113, 0.1398, 2.3130], [4.0316, -1.3660, 2.6341], [3.1815, 0.1696, 2.6687], [3.2802, -2.1879, -0.1697], [3.0755, -2.1762, -1.2497], [2.4191, -2.6293, 0.3580], [4.1910, -2.7871, 0.0157], [4.6280, 0.4545, -0.6701], [5.5511, -0.0970, -0.9116], [4.8978, 1.4147, -0.2041], [4.1065, 0.6721, -1.6111], [-0.8487, 2.6644, -0.7718], [-0.9345, 2.9565, 1.0196], [-0.8971, 4.0346, 1.1895], [-0.0969, 2.4935, 1.5309], [-1.8668, 2.5565, 1.4143], [0.2240, 4.0192, -1.3772], [0.1092, 4.1071, -2.4657], [1.2647, 3.7607, -1.1314], [-0.0683, 4.9521, -0.8757], [-2.5523, 3.0264, -1.3363], [-2.6466, 4.1095, -1.4775], [-3.2496, 2.6778, -0.5648], [-2.7338, 2.4912, -2.2813], [-2.7156, -2.3178, 0.3057], [-3.2218, -2.3924, 1.9918], [-3.9528, -3.2053, 2.0801], [-3.6734, -1.4353, 2.2902], [-2.3534, -2.5958, 2.6302], [-4.0541, -2.1750, -0.8526], [-4.9106, -2.6977, -0.4081], [-3.7846, -2.6501, -1.8053], [-4.3056, -1.1194, -1.0323], [-1.5400, -3.5512, -0.1773], [-2.0435, -4.5078, 0.0376], [-0.6024, -3.4489, 0.3945], [-1.3450, -3.4599, -1.2571], [-0.3697, 1.0861, -2.3818], [1.9244, 0.3758, 0.3241], [1.0224, 0.9334, 0.8188], [-1.8179, -0.6941, 0.1543], [-1.5480, 0.3089, 0.7421], [-1.3393, 0.2479, -3.9597], [-1.0455, -0.7349, -3.0319], [0.2563, -0.8437, -2.5283], [1.2388, 0.0507, -2.9500], [0.9340, 1.0351, -3.8908], [-0.3717, 1.1342, -4.3869], [-2.3621, 0.3361, -4.3079], [-1.8071, -1.4147, -2.6747], [0.4871, -1.6067, -1.7950], [2.2263, 0.0048, -2.4962], [1.6473, 1.8151, -4.1088], [-0.6498, 1.9581, -5.0097], [1.8164, -4.4443, 3.3539], [0.9987, -3.3473, 3.1233], [0.8512, -2.4316, 4.1105], [0.4500, -1.3619, 3.4097], [0.4518, -1.5701, 2.0855], [0.8772, -2.8261, 1.8847], [1.5990, -5.1713, 2.6840], [1.7188, -4.7267, 4.3231], [0.1670, -0.4262, 3.8765]], "atomic_forces_ev_per_a": [[1.39, 0.03, 2.56], [0.26, -0.10, 0.49], [-0.18, -0.17, -0.31], [0.01, 0.09, -0.41], [0.16, -0.07, -0.25], [-0.57, 0.05, -0.55], [0.15, -0.17, 0.18], [0.40, 0.12, -0.08], [-0.25, 0.47, 0.03], [-0.32, 0.37, -0.41], [-0.36, -0.06, 0.29], [-0.13, -0.35, 0.03], [0.27, -0.02, 0.07], [0.39, 2.95, 1.66], [0.08, -0.27, 0.25], [-0.07, 0.02, -0.23], [-0.21, 0.23, 0.07], [0.10, 0.08, 0.00], [-0.07, -0.21, -0.01], [0.13, 0.21, 0.26], [-0.25, 0.26, -0.08], [0.15, -0.10, -0.21], [0.31, -0.69, -0.26], [0.04, -0.19, -0.17], [0.12, -0.01, -0.30], [-0.47, 0.35, -0.05], [0.51, 1.11, 0.74], [-0.35, -0.42, 0.50], [0.02, 0.11, 0.30], [0.00, -0.30, -0.10], [-0.18, 0.01, -0.11], [-0.20, 0.13, -0.31], [-0.01, 0.13, -0.24], [-0.16, 0.04, 0.25], [-0.11, -0.33, 0.15], [0.14, -0.07, -0.15], [0.34, 0.05, -0.17], [-0.44, -0.17, -0.12], [-0.11, -0.22, 0.33], [-3.79, 4.90, 7.72], [-0.86, -0.09, -2.10], [1.34, -0.37, 0.52], [0.93, 1.70, -0.07], [-1.30, -2.62, -0.75], [-2.26, -1.34, -2.06], [-0.40, -3.50, -0.30], [0.07, -3.27, 0.16], [2.85, -1.09, -0.35], [2.14, 1.10, -2.83], [1.07, 0.92, -3.33], [-0.05, 0.32, 0.11], [-0.08, 0.19, -0.04], [-0.02, 0.17, 0.16], [-0.30, 0.18, -0.11], [0.21, -0.06, -0.28], [-0.09, 0.35, -0.42], [-0.37, 0.27, -0.32], [1.52, 2.18, 0.07], [-0.74, -0.81, -1.77], [0.25, -0.52, 0.32], [0.27, -0.93, -0.28], [-0.81, 0.01, 2.11], [-0.08, -0.24, 0.17], [-0.08, -0.15, 0.04], [0.07, -0.18, -0.03]], "orbital_gap_ev": [5.7, 5.7], "spin_multiplicity": 5, "homo_energy_ha": [-0.711, -0.731], "max_force_ev_per_a": 9.90, "s_squared": 6.015, "total_charge": 4}

***

{"formula": "C41H62BN9O", "method": "ωB97M-V/def2-TZVPD", "symbols": ["C", "C", "C", "C", "C", "C", "N", "O", "C", "C", "C", "H", "H", "H", "H", "H", "H", "H", "H", "H", "H", "H", "H", "H", "H", "H", "H", "H", "H", "B", "H", "H", "H", "H", "N", "C", "C", "C", "C", "H", "H", "H", "H", "H", "N", "C", "C", "C", "C", "H", "H", "H", "H", "H", "N", "C", "C", "C", "C", "H", "H", "H", "H", "H", "N", "C", "C", "C", "C", "H", "H", "H", "H", "H", "N", "C", "C", "C", "C", "H", "H", "H", "H", "H", "N", "C", "C", "C", "C", "H", "H", "H", "H", "H", "N", "C", "C", "C", "C", "H", "H", "H", "H", "H", "N", "C", "C", "C", "C", "H", "H", "H", "H", "H"], "xyz": [[-31.2231, -13.1405, 25.8210], [-30.2648, -14.2797, 25.4164], [-30.9803, -15.5888, 25.6518], [-30.2710, -16.7660, 25.0116], [-30.1505, -16.5421, 23.5233], [-29.2897, -15.2491, 23.1208], [-29.9093, -14.1158, 23.8875], [-30.1448, -13.0426, 23.3978], [-29.6066, -14.8889, 21.6750], [-27.8104, -15.3886, 23.3662], [-28.9495, -14.1312, 26.2954], [-32.2067, -13.3327, 25.2950], [-31.0244, -12.1652, 25.6044], [-31.4228, -13.3566, 26.8851], [-31.9777, -15.4484, 25.2718], [-30.9910, -15.9119, 26.6211], [-31.0186, -17.6531, 24.9891], [-29.3011, -17.1456, 25.6345], [-31.1072, -16.6551, 23.0507], [-29.7806, -17.3845, 23.2095], [-30.7075, -14.8832, 21.2075], [-29.0027, -15.5783, 21.1116], [-29.1093, -14.0553, 21.3189], [-27.3749, -16.4023, 23.0251], [-27.3831, -15.3774, 24.3738], [-27.2867, -14.5211, 22.8408], [-28.2397, -13.2064, 25.9450], [-28.3833, -14.9079, 26.3401], [-29.2260, -14.0177, 27.4488], [-34.3345, -14.4552, 22.8634], [-34.7150, -13.3113, 23.4098], [-35.1608, -14.6683, 22.2301], [-33.4160, -14.2176, 22.1169], [-34.0313, -15.3155, 23.6697], [-32.7332, -17.4665, 20.7589], [-32.8535, -18.8149, 21.1920], [-31.8648, -19.5759, 20.4353], [-31.3247, -18.6059, 19.3598], [-31.9735, -17.2702, 19.6684], [-33.1903, -16.7030, 21.0687], [-33.5480, -18.9485, 22.0103], [-31.6781, -20.5242, 20.4467], [-30.7839, -18.7537, 18.4895], [-31.8529, -16.3639, 19.0754], [-40.5145, -14.5349, 24.4611], [-39.1576, -14.2311, 24.3137], [-38.6393, -14.9547, 23.0973], [-39.7450, -15.4754, 22.3598], [-40.9414, -15.2337, 23.3085], [-41.1854, -14.2598, 25.0967], [-38.5976, -13.6467, 25.1921], [-37.6604, -14.8405, 22.6859], [-39.7053, -16.0554, 21.3833], [-41.9466, -15.5454, 23.2620], [-35.9998, -12.0974, 22.0585], [-35.6156, -10.9957, 21.3347], [-36.8241, -10.1431, 21.0003], [-37.9320, -10.7965, 21.8250], [-37.3808, -12.0190, 22.4101], [-35.4722, -13.0858, 22.2285], [-34.5929, -10.8589, 21.0024], [-36.8826, -9.2723, 20.3466], [-39.0096, -10.4032, 21.7335], [-37.9349, -12.7909, 22.7095], [-35.8152, -10.2472, 24.3297], [-35.7951, -8.8605, 24.5215], [-35.4328, -8.6818, 25.9329], [-35.1460, -10.1034, 26.4578], [-35.4736, -10.9606, 25.3573], [-36.1972, -10.4006, 23.4307], [-35.8631, -7.8661, 23.8270], [-35.4924, -7.7254, 26.3328], [-34.8778, -10.5515, 27.6220], [-35.3713, -12.0309, 25.2266], [-33.3065, -17.0822, 27.9645], [-32.6930, -18.2398, 28.5442], [-32.8098, -19.3850, 27.4701], [-33.4647, -18.8918, 26.2725], [-33.7220, -17.4786, 26.6710], [-33.4609, -16.2199, 28.4688], [-32.4591, -18.1920, 29.5285], [-32.5639, -20.3709, 27.7610], [-33.7266, -19.2533, 25.3685], [-34.1482, -16.6772, 26.1577], [-33.2127, -9.4105, 23.7172], [-32.5967, -8.2106, 23.8459], [-31.0451, -8.5286, 23.7253], [-30.9549, -9.8869, 23.0459], [-32.3826, -10.4609, 23.2508], [-34.2698, -9.5139, 23.8490], [-33.0386, -7.1901, 24.0304], [-30.2743, -7.7218, 23.8844], [-30.3392, -10.4205, 22.5454], [-32.8268, -11.2198, 23.1240], [-33.8471, -12.7699, 17.9575], [-33.6159, -12.1674, 16.7634], [-32.4273, -11.1752, 16.9653], [-32.1959, -11.2747, 18.4760], [-33.0943, -12.2951, 19.0874], [-34.6712, -13.4680, 18.1708], [-33.9947, -12.3349, 15.9380], [-32.0185, -10.5700, 16.1569], [-31.3705, -10.8375, 18.9350], [-33.2571, -12.5413, 20.1712], [-36.1382, -14.4924, 17.4143], [-35.6667, -14.7538, 16.1594], [-34.9923, -16.0580, 16.2593], [-34.8694, -16.3276, 17.6848], [-35.7329, -15.2688, 18.4658], [-36.7353, -13.6725, 17.4355], [-36.0358, -14.2836, 15.2145], [-34.6005, -16.4311, 15.2442], [-34.3935, -17.2704, 18.2519], [-35.9774, -15.3089, 19.4391]], "atomic_forces_ev_per_a": [[-2.33, -3.74, -0.21], [0.78, 1.76, 1.30], [1.07, -0.47, -2.40], [-0.60, -2.12, 0.38], [-0.10, 4.12, 2.14], [-3.01, -1.08, -1.14], [-0.29, 2.01, 1.86], [0.55, -2.56, 0.67], [-1.40, -1.86, -1.58], [2.58, -0.02, -0.57], [-2.43, 6.57, 0.58], [0.85, 0.17, 0.45], [1.28, 2.63, -0.31], [0.14, 0.53, -0.38], [-0.52, -0.40, -0.19], [-0.42, 0.34, 3.08], [1.27, 1.20, 0.83], [-2.11, 1.11, -1.77], [-0.91, 1.22, -0.14], [3.36, -4.28, -2.52], [2.31, -0.18, 1.78], [-0.27, -1.15, -0.45], [0.66, 2.49, -0.08], [-1.14, 1.65, -0.17], [-0.90, 0.29, 0.24], [-0.49, -1.31, 0.43], [-2.00, -2.05, 0.96], [3.53, -5.19, -0.39], [0.11, 0.32, -2.64], [3.10, 2.27, 3.19], [1.30, -1.76, 0.29], [-3.87, -1.65, -2.80], [0.65, 0.20, -0.20], [-0.15, -0.07, 0.11], [1.09, -3.30, -1.50], [3.07, 1.06, -1.95], [-2.45, 9.55, -1.70], [-4.36, 2.42, 4.91], [2.92, -5.32, -1.24], [-2.42, 2.64, 1.95], [0.35, -0.55, -0.05], [0.93, -5.47, 0.31], [1.16, -0.64, -1.20], [-0.33, -0.11, 0.63], [2.76, -1.86, -5.35], [1.36, -1.22, 0.16], [-2.90, 2.23, 2.06], [-2.68, 0.38, 3.68], [4.29, 0.06, -1.36], [-0.98, 0.92, 1.74], [-1.29, -1.52, -2.42], [0.55, -0.13, 0.25], [-0.32, 0.98, 1.64], [-0.87, -0.27, -0.28], [-2.06, -0.85, -0.20], [-3.34, 1.33, -1.36], [1.11, -4.00, 3.66], [2.04, -0.27, -1.76], [2.24, 5.86, -3.98], [-0.89, 2.97, -0.21], [-0.22, -0.09, 0.05], [0.19, -0.25, 0.52], [1.87, -1.07, 0.61], [-1.55, -2.72, 1.58], [-1.25, 4.77, -2.88], [0.50, 2.34, 4.54], [-0.29, -5.00, -3.12], [-0.89, 0.61, 0.75], [1.36, -0.17, 3.49], [-0.29, -1.77, -0.84], [-0.32, -3.49, 1.17], [0.46, 1.23, 1.24], [-0.78, 1.74, -3.86], [-0.14, 0.09, 0.28], [1.08, -5.18, -1.60], [-2.48, -1.55, -7.12], [-0.52, 4.45, 2.51], [1.43, 5.78, 7.24], [0.70, -1.41, 0.73], [-0.12, -0.14, -0.54], [0.95, -0.41, 2.69], [0.41, -0.80, -0.08], [-0.66, -1.42, -2.54], [-0.80, 0.74, -1.38], [0.48, -0.42, -1.14], [5.37, -1.32, 0.48], [-3.69, -0.52, -2.37], [-9.99, 4.45, 6.44], [8.11, 14.57, 1.94], [2.54, 0.08, -0.42], [0.30, -1.77, 0.12], [-0.89, -1.22, -0.55], [4.85, -3.10, -2.77], [-5.41, -10.91, -2.14], [-1.82, -1.02, 2.72], [8.50, 5.00, 9.30], [-4.19, -3.95, 3.49], [-2.90, -2.82, -2.81], [1.60, 2.64, -4.03], [2.55, 1.94, -0.92], [-4.07, -2.14, -7.56], [0.07, -0.15, 0.63], [0.95, 0.88, 0.99], [0.06, -0.11, -1.65], [-1.30, 1.99, -0.36], [0.42, -4.10, 0.41], [-0.01, 3.04, 0.12], [-1.75, 0.21, 1.77], [4.12, -4.02, -7.99], [-0.04, -0.19, 0.87], [0.36, -0.15, 1.44], [-0.26, -0.11, 2.37], [-1.12, 2.44, -1.66], [-1.07, 0.54, 3.03]], "relative_energy_kj_mol": 90.1, "orbital_gap_ev": 3.8, "homo_energy_ha": -0.255, "max_force_ev_per_a": 16.79}

***

{"formula": "C4H3NO2", "method": "ωB97M-V/def2-TZVPD", "symbols": ["C", "C", "C", "C", "N", "O", "O", "H", "H", "H"], "xyz": [[0.6984, -0.3250, 0.2949], [0.1256, -1.4548, 0.3204], [1.8027, 0.2943, 0.4453], [-0.9945, 1.5318, -0.5480], [-0.7015, -2.2809, 0.2207], [2.8515, 0.7071, 0.6502], [-1.7165, 1.7197, 0.3922], [-0.2155, 2.3676, -0.6340], [-1.3059, 0.7505, -1.3037], [-0.5444, -3.3104, 0.1620]], "atomic_forces_ev_per_a": [[0.91, 2.54, -0.06], [2.77, -0.75, 0.21], [-1.22, -0.44, 0.02], [-0.70, 1.81, 0.09], [-5.32, -4.28, -0.75], [2.86, 1.72, 0.35], [-0.53, -0.55, 0.52], [-0.10, -1.57, -0.94], [1.03, 0.59, 0.26], [0.32, 0.93, 0.31]], "relative_energy_kj_mol": 302.1, "orbital_gap_ev": [6.6, 6.5], "spin_multiplicity": 3, "homo_energy_ha": [-0.220, -0.361], "max_force_ev_per_a": 6.87, "s_squared": 2.030}

***

Question: Which formula does entry 4 have?
Answer: C4H3NO2